C46H59N9O5PSeZr as an isolated structure, computed with ωB97M-V with the def2-TZVPD basis set.

Calculated values
- ΔE to the lowest compared entry with this formula, charge and spin (kcal per mole) = 16.3
- energy (Eh) = -5447.3274
- gap between HOMO and LUMO (eV) = 5.8
- net charge = -1

Element x y z (Å)
H1 3.161 -4.182 2.026
H2 2.744 -0.635 -1.174
H3 1.809 4.481 -3.712
C1 -0.679 -4.285 1.923
C2 -5.361 2.936 0.687
C3 2.515 0.618 -5.207
C4 0.025 -5.649 2.048
H4 -4.502 7.274 4.250
H5 -0.893 -4.920 -1.444
H6 0.141 -3.497 3.732
O1 0.588 1.394 0.583
C5 1.173 4.189 -2.889
H7 -0.613 5.447 -0.290
C6 -5.111 4.593 2.528
H8 3.981 -0.414 2.828
H9 -0.422 4.438 3.203
C7 1.197 -0.578 -3.594
H10 2.078 -6.340 2.067
H11 1.630 -5.395 3.473
C8 1.509 -5.465 2.389
C9 0.371 -4.247 -3.051
C10 -4.741 1.012 -2.813
C11 -3.199 3.210 1.980
H12 -0.656 2.762 2.699
Zr1 -0.679 0.259 -0.906
H13 4.263 -2.505 2.201
H14 -6.080 6.506 4.060
H15 6.073 -3.529 0.914
H16 -5.440 1.862 0.868
C12 0.870 2.862 -2.660
N1 -5.685 0.189 -6.283
H17 -5.042 6.065 5.418
P1 1.724 -1.520 1.324
H18 -3.212 -0.395 -5.470
C13 -4.531 3.592 1.757
O2 -6.860 1.140 -4.623
C14 -0.431 -4.074 -1.934
C15 -4.623 0.545 -4.102
H19 -0.965 3.227 4.370
N2 0.089 2.472 -1.651
C16 -0.637 -2.795 -1.445
N3 1.434 -2.992 2.165
C17 4.695 -1.477 -1.417
C18 0.728 0.193 3.234
H20 0.302 1.663 1.468
C19 -1.049 3.552 3.331
H21 5.371 -3.501 -1.754
C20 -4.410 5.246 3.528
C21 5.173 -3.206 0.384
O3 3.791 1.831 -6.766
C22 0.678 -1.891 -3.103
H22 -3.740 1.292 -0.923
C23 -3.095 4.868 3.743
C24 3.435 0.681 -6.448
C25 3.270 -1.546 -0.888
H23 -4.838 -0.218 -6.635
N4 1.897 -0.317 2.543
C26 -0.420 3.377 -0.826
C27 -5.046 6.334 4.360
H24 -0.166 0.042 2.623
H25 3.914 -0.646 5.279
H26 -0.760 -4.005 0.876
N5 -0.093 -1.725 -2.025
H27 4.661 -1.379 -2.503
H28 0.844 1.285 3.348
H29 1.953 0.731 5.779
O4 3.691 -0.425 -6.957
H30 2.071 -4.330 0.645
C28 -5.818 0.653 -5.015
C29 -2.481 3.869 2.994
C30 0.630 5.140 -2.029
H31 1.653 -0.885 6.407
H32 -6.367 3.357 0.661
C31 3.081 -0.115 3.358
H33 3.203 0.967 3.535
H34 -5.677 1.440 -2.480
H35 -0.456 -6.259 2.817
H36 2.287 -1.485 -5.211
C32 -2.376 -0.048 -3.569
C33 0.083 -3.210 2.670
C34 1.298 1.625 -3.411
C35 2.117 1.752 -4.504
H37 -6.476 0.256 -6.901
C36 -3.403 0.000 -4.481
C37 2.996 -0.823 4.707
C38 5.532 -2.702 -1.028
N6 0.787 0.487 -2.876
O5 -1.846 -0.835 -0.037
H38 0.228 -1.451 4.540
C39 2.109 -4.222 1.742
N7 0.646 -1.143 0.358
H39 -0.484 -2.280 2.631
H40 0.848 6.189 -2.184
C40 1.783 -0.312 5.486
H41 4.532 -4.085 0.305
H42 2.914 -1.903 4.552
H43 5.151 -1.278 1.323
H44 1.498 1.691 0.467
H45 -0.074 -6.205 1.112
H46 -2.522 5.366 4.523
H47 5.177 -0.570 -1.039
C41 4.465 -2.130 1.197
H48 0.554 -5.235 -3.457
H49 -6.143 4.871 2.338
H50 -1.251 -2.563 -0.582
H51 2.741 -2.380 -1.368
C42 -0.179 4.735 -0.979
H52 -4.905 3.089 -0.293
N8 -2.495 0.412 -2.322
C43 2.017 -0.571 -4.705
N9 3.223 -1.693 0.566
H53 6.593 -2.453 -1.080
H54 -1.700 -4.341 2.307
C44 0.519 -0.404 4.625
C45 0.941 -3.139 -3.649
H55 -0.310 0.113 5.117
C46 -3.663 0.934 -1.939
H56 -1.031 2.910 -0.032
H57 -1.432 -0.476 -3.876
H58 1.571 -3.252 -4.518
Se1 -2.423 1.787 0.923
H59 2.462 2.721 -4.835

Forces on atoms 1 to 3 (eV/Å):
H 0.0 0.0 -0.1
H -0.1 0.0 0.0
H 0.0 0.0 0.0

=====

A 7-piece molecular cluster, C46H60F49NO6P3S overall, computed with ωB97M-V with the def2-TZVPD basis set.

Calculated values
- ΔE to the lowest compared entry with this formula, charge and spin (kcal per mole) = 85.9
- energy (Eh) = -8610.5235
- gap between HOMO and LUMO (eV) = 5.2
- net charge = -1

Element x y z (Å)
C1 -5.562 7.539 1.519
C2 -4.275 -0.353 2.133
H1 3.254 -7.871 -7.763
H2 0.600 -6.207 -3.731
H3 3.197 -8.238 -2.562
C3 2.425 10.238 11.882
F1 -3.841 -1.463 1.499
F2 2.253 -0.099 -6.907
H4 -4.409 3.537 0.031
H5 -4.439 -3.336 -0.962
C4 -1.508 -0.999 -1.824
H6 -1.549 -0.088 -1.155
C5 -4.620 8.440 0.721
H7 -2.369 6.273 2.990
F3 -3.884 7.749 -0.168
C6 -4.180 -4.090 -0.164
H8 -5.359 -0.284 2.018
O1 0.815 0.334 -4.664
H9 3.276 -6.859 -3.783
F4 -1.013 6.113 4.429
H10 1.607 -4.778 -3.499
F5 4.427 1.531 -7.281
H11 -0.130 -9.242 -2.206
H12 -1.172 -10.194 -0.965
C7 3.177 -5.722 -1.389
H13 -2.510 -8.339 -4.462
C8 4.142 -7.607 -7.185
H14 3.891 -6.557 -1.137
F6 -3.492 5.268 0.366
C9 3.040 0.238 -5.860
H15 8.721 -9.050 -6.465
F7 0.727 7.405 2.535
H16 0.957 -5.316 1.769
F8 5.583 -8.437 -5.456
C10 2.605 -7.453 -3.098
H17 -6.967 7.346 -0.165
H18 3.627 -4.982 -2.106
F9 5.280 10.131 9.937
C11 1.452 8.185 5.514
O2 4.881 -9.922 -6.992
H19 -4.373 -8.118 -4.308
F10 -3.743 9.052 1.558
F11 -4.863 6.653 2.269
C12 3.486 10.514 12.950
F12 7.418 -7.618 -6.918
F13 4.325 7.811 11.282
C13 6.217 -10.409 -6.907
F14 3.531 -9.091 -5.472
C14 -0.430 -1.958 -1.139
H20 -2.064 2.901 2.309
H21 -3.464 -9.118 -3.131
H22 -1.112 -0.690 -2.819
C15 -2.665 2.359 4.356
F15 3.872 -6.502 -6.455
F16 -1.595 0.269 3.908
C16 1.000 -5.533 -2.913
F17 -2.428 3.502 5.067
C17 -0.508 -9.316 -1.158
C18 3.737 1.575 -6.111
F18 1.324 2.490 -4.274
C19 0.115 -4.957 -0.328
C20 1.915 -6.445 -2.045
H23 2.821 10.531 8.666
H24 2.316 -0.902 -4.228
C21 7.246 -9.799 -7.878
C22 0.213 9.049 5.280
C23 -1.455 1.444 4.548
F19 -1.300 1.149 5.866
H25 0.257 -2.579 -3.145
H26 2.926 -5.216 -0.426
S1 -2.295 -2.883 -4.663
H27 -2.206 -3.848 0.656
F20 -0.886 8.470 5.813
H28 0.834 9.559 3.231
H29 -0.004 -4.314 -5.023
C24 4.563 -8.762 -6.274
H30 2.358 8.691 5.171
H31 4.447 1.804 -5.312
C25 4.545 7.872 9.954
C26 -1.223 -7.934 -0.711
H32 3.876 7.167 9.453
H33 -4.713 -6.246 0.340
H34 3.608 11.588 13.106
O3 -1.050 8.653 3.127
F21 4.011 -0.720 -5.794
C27 -3.386 -8.199 -3.785
H35 -6.120 -5.040 0.223
F22 -4.003 -0.515 3.446
F23 -6.234 8.334 2.402
C28 0.473 -5.098 0.809
H36 2.656 0.724 -3.749
O4 -6.341 5.424 0.376
F24 5.820 7.449 9.754
C29 -2.605 -4.458 -0.204
F25 -3.778 1.808 4.894
H37 0.399 -9.459 -0.500
C30 -0.619 7.473 2.513
F26 -5.435 6.316 -1.483
C31 -1.283 6.232 3.112
C32 -5.123 -5.355 -0.195
C33 -3.191 -6.984 -2.756
H38 6.578 -10.424 -5.877
C34 -4.251 4.503 -0.455
F27 -0.556 1.676 -3.604
F28 4.683 10.000 12.602
H39 -3.374 3.807 2.979
C35 -3.584 0.889 1.565
H40 -5.330 -5.611 -1.274
H41 -2.919 -4.224 -2.165
C36 -0.372 2.049 -5.915
H42 -0.538 1.926 4.202
F29 2.155 8.927 11.743
H43 -0.522 10.431 3.855
F30 -6.326 4.354 -1.545
C37 -5.584 5.178 -0.776
H44 -5.176 9.218 0.190
H45 -3.802 -7.287 -1.856
H46 1.806 -7.940 -3.722
F31 -0.968 7.576 1.214
F32 1.596 7.927 6.842
F33 -2.245 0.791 1.577
H47 -2.567 -5.530 0.121
F34 1.264 10.824 12.251
F35 -3.935 1.040 0.267
C38 8.131 -8.689 -7.312
F36 8.070 -10.817 -8.269
P1 -0.595 -4.779 -2.121
F37 5.127 -7.278 -8.051
C39 0.206 -3.018 -2.103
C40 2.964 9.901 9.546
N1 -2.134 -4.096 -1.527
O5 -3.984 2.068 2.212
H48 -2.487 -1.529 -1.858
H49 -3.590 -6.074 -3.268
F38 -0.820 5.108 2.510
C41 -2.969 2.795 2.909
C42 0.331 1.643 -4.619
C43 -6.628 6.780 0.705
H50 1.438 -7.134 -1.311
H51 -4.413 -3.558 0.803
F39 8.994 -8.249 -8.264
H52 6.131 -11.461 -7.186
F40 4.641 9.237 8.063
P2 -1.233 -4.485 -4.292
C44 -0.079 9.434 3.817
H53 0.409 -1.234 -0.890
H54 -2.248 -8.260 -0.351
F41 1.601 -3.069 -1.679
F42 0.397 10.216 5.967
F43 6.608 -9.385 -8.996
H55 -0.669 -7.589 0.187
H56 -1.822 -5.658 -4.849
F44 2.863 2.596 -6.221
P3 -1.410 -6.848 -2.190
H57 -7.505 6.713 1.352
F45 -3.532 4.305 -1.581
F46 1.367 6.991 4.900
O6 2.763 10.792 10.644
C45 2.222 0.135 -4.559
F47 -0.803 3.334 -5.839
H58 2.173 9.151 9.481
H59 -0.760 -2.343 -0.146
F48 3.135 9.941 14.126
F49 0.463 1.976 -6.974
C46 4.369 9.286 9.401
H60 -1.229 1.402 -6.110

Forces on atoms 1 to 3 (eV/Å):
C -0.2 -0.8 0.2
C -0.4 -0.7 0.1
H 0.0 -0.2 0.1

=====

A 14-piece molecular cluster, C46H61N3O43S3 overall, computed with ωB97M-V with the def2-TZVPD basis set.

Calculated values
- energy (Eh) = -6383.4253
- gap between HOMO and LUMO (eV) = 7.6
- net charge = 0

Element x y z (Å)
C1 5.923 0.338 8.927
H1 -0.684 4.188 -5.247
O1 -10.436 1.097 -1.015
H2 7.131 -1.492 4.542
C2 4.321 2.751 -2.663
O2 -5.948 -2.425 -0.004
H3 -3.207 -1.913 -3.252
O3 -3.956 -3.491 -0.183
H4 -11.379 0.448 -2.751
O4 3.374 -0.655 -0.014
H5 10.157 -2.638 6.364
H6 -1.217 1.661 -9.040
H7 3.283 0.131 1.909
O5 9.224 -0.863 6.822
C3 -10.076 0.392 0.091
O6 5.009 -0.372 8.620
H8 1.866 -1.665 -3.419
C4 -6.302 -1.101 0.382
H9 7.887 1.662 10.966
N1 -6.051 3.510 -0.820
H10 -7.214 -0.780 -0.122
O7 5.283 -1.408 5.440
O8 7.330 -5.597 5.523
S1 4.354 1.086 -2.773
S2 -3.688 2.351 -3.871
C5 2.839 -1.981 1.770
H11 1.839 -2.221 -5.107
H12 8.561 0.487 9.814
O9 -4.041 -1.241 0.063
O10 -7.293 -3.426 -3.737
H13 -2.447 5.718 -3.096
H14 -6.468 -1.079 1.463
C6 -2.796 3.549 -4.967
H15 -2.350 2.779 -10.832
C7 -1.465 -1.829 2.951
H16 -2.618 -3.163 0.371
H17 5.607 -5.801 6.626
H18 -1.082 4.017 -10.985
C8 6.600 -0.891 5.288
C9 -0.820 -1.386 -4.997
O11 6.479 1.271 8.107
C10 4.468 -0.668 4.640
N2 3.964 3.997 -2.433
O12 9.439 -5.906 6.287
O13 2.306 5.735 -1.647
O14 -8.500 -1.787 -2.749
C11 -1.000 -3.645 1.727
O15 0.627 1.406 0.395
H19 8.247 2.340 8.325
C12 -8.323 -2.541 -3.664
H20 7.144 -0.934 6.228
O16 -9.724 0.887 1.124
O17 -4.811 4.613 -2.536
O18 -3.917 -0.658 -4.749
H21 -3.500 4.381 -5.316
O19 -1.967 -1.654 -5.229
H22 -4.929 0.554 0.620
H23 1.860 0.145 -5.488
H24 7.146 0.871 4.165
H25 6.845 2.950 9.233
S3 2.442 5.811 -3.140
H26 6.117 -3.859 7.933
C13 -1.425 4.115 -4.367
C14 -0.731 2.569 -9.410
O20 0.471 3.076 1.919
O21 -0.578 -2.855 2.832
H27 -0.974 3.472 -3.536
H28 -5.884 5.822 -1.080
C15 -4.041 -1.828 -3.950
C16 -0.066 1.742 3.693
H29 11.830 -0.518 7.796
H30 -1.540 6.428 -4.563
C17 0.361 1.786 1.501
H31 -3.049 -3.283 -5.212
O22 -2.303 -1.774 1.883
O23 -1.687 5.078 -7.339
C18 -1.635 3.390 -10.279
H32 10.164 -2.217 8.090
C19 -10.829 -1.127 -1.372
O24 -9.125 -2.621 -4.760
C20 3.271 -1.944 -0.428
C21 6.362 0.511 4.830
C22 -5.652 4.754 -1.387
O25 5.117 0.419 4.144
C23 8.358 -5.401 6.392
H33 1.727 -0.237 1.138
O26 -2.302 4.229 -9.345
C24 -0.145 3.153 3.198
C25 -4.390 -0.966 -5.987
C26 -0.164 5.785 -2.886
C27 -4.590 -2.479 -0.053
H34 -1.186 -2.123 0.194
N3 -5.459 2.529 -1.572
H35 -7.909 -2.823 -6.406
H36 -0.141 -4.041 1.182
O27 -4.585 -0.164 -6.856
H37 0.385 3.854 3.844
H38 0.867 1.536 4.227
H39 -11.895 -1.291 -1.186
H40 -1.601 -4.480 2.098
C28 -5.106 -0.300 -0.033
H41 1.999 -2.244 2.414
C29 6.169 -5.019 6.108
O28 -1.503 -1.070 3.882
O29 -10.168 -0.949 -0.126
C30 -4.704 3.198 -2.606
H42 3.771 -2.179 2.306
C31 9.763 0.104 6.030
C32 7.701 1.127 10.034
H43 -8.040 -5.190 -4.476
H44 -9.176 -4.061 -6.259
O30 -0.087 0.979 2.499
H45 -9.631 0.147 -2.649
C33 1.314 -1.619 -4.359
H46 12.325 -1.627 6.497
H47 6.901 -3.033 6.569
H48 -0.234 4.952 -2.090
H49 0.976 0.488 -3.984
C34 7.367 2.048 8.900
H50 -0.094 6.794 -2.358
H51 5.530 -4.570 5.345
C35 -1.801 -2.679 0.908
H52 -5.174 0.051 -1.066
C36 10.250 -1.817 7.079
O31 9.133 0.972 5.488
C37 1.077 -0.213 -4.818
C38 11.503 -1.021 6.881
O32 3.325 -0.941 4.403
H53 -4.661 -3.778 -4.649
O33 3.540 -2.323 -1.536
C39 -1.520 5.615 -3.765
C40 -1.505 4.319 -8.247
C41 -7.556 -4.279 -4.841
C42 -4.053 -2.928 -4.965
O34 3.450 4.480 -3.618
C43 6.738 -4.002 7.048
H54 6.255 1.210 5.663
O35 -0.005 -2.129 -4.201
O36 11.112 -0.037 5.931
O37 -0.169 -0.302 -5.498
C44 -8.460 -3.454 -5.703
C45 -10.564 0.165 -2.082
O38 2.824 -2.751 0.572
O39 -4.614 -2.303 -6.112
H55 -1.176 3.496 3.073
O40 0.928 5.493 -3.801
C46 2.755 -0.575 1.265
H56 -4.975 -1.772 -3.382
O41 -0.473 3.433 -8.311
H57 -0.907 1.479 4.335
H58 -2.519 2.962 -5.922
O42 8.000 -4.556 7.398
O43 6.540 0.314 10.140
H59 -6.630 -4.550 -5.350
H60 0.196 2.294 -9.914
H61 -10.426 -1.986 -1.904

Forces on atoms 1 to 3 (eV/Å):
C -0.9 -0.7 -0.2
H -1.1 -0.3 1.5
O 0.1 -0.3 0.6

=====

Values of largest force on an atom, in order: 5.324; 3.069; 6.774, all in eV/A.